1.
This record from the OMol25 dataset describes 2 unconnected molecules or ions with the total composition C5H16N2O. The level of theory is the ωB97M-V functional and the def2-TZVPD basis.

Geometry as ORCA input:
```
! wB97M-V def2-TZVPD RIJCOSX def2/J DEFGRID3
* xyz 0 1
C -0.7548 1.6940 -1.7969
O -0.4510 0.4039 -2.3162
C -1.6640 1.6396 -0.5867
C -3.0118 0.9819 -0.8803
H -1.2505 2.2365 -2.6037
H 0.1772 2.2087 -1.5414
H -1.8265 2.6521 -0.1987
H -1.1657 1.1393 0.2475
H -3.7164 1.1331 -0.0595
H -2.8977 -0.0929 -1.0221
H -3.4568 1.4258 -1.7691
C 1.8030 -1.5352 1.7964
N 3.0830 -1.0770 2.3430
C 1.6119 -0.9368 0.4011
N 0.4118 -1.3879 -0.2902
H 0.9329 -1.2724 2.4128
H 1.8443 -2.6203 1.7236
H 3.0481 -0.0809 2.5320
H 3.2761 -1.5167 3.2354
H 2.4691 -1.2296 -0.1954
H 1.6030 0.1519 0.4964
H -0.2237 -0.1879 -1.5651
H 0.5509 -2.3063 -0.6888
H -0.3923 -1.4229 0.3260
*
```

Summary:
Highest occupied orbital energy, eV: -9.467
Structure (SMILES): CCCO.NCCN

---

2.
This record from the OMol25 dataset describes 2 unconnected molecules or ions with the total composition C5H16N2O in a non-equilibrium geometry. The level of theory is the ωB97M-V functional and the def2-TZVPD basis.

Geometry as ORCA input:
```
! wB97M-V def2-TZVPD RIJCOSX def2/J DEFGRID3
* xyz 2 1
C 2.4223 0.2318 1.3457
C 0.9136 0.0225 1.3206
C 0.4293 -1.0757 0.3076
C -0.4009 -0.4764 -0.7958
C -0.3901 -0.8117 -2.0717
N -1.2206 -0.0497 -3.0065
N 0.5004 -0.4515 2.7101
H 2.9073 -0.4239 0.6407
H 2.7602 1.2482 1.1799
H 2.8314 -0.0330 2.3306
H 0.3445 0.9246 1.2243
H -0.1262 -1.8663 0.8092
H 1.3201 -1.4895 -0.1445
H -1.0960 0.3314 -0.5757
H 0.2446 -1.5677 -2.5030
H -1.8742 0.5383 -2.4688
H -1.7208 -0.7086 -3.6105
H -0.6282 0.5253 -3.6201
H 0.9716 -1.3119 2.9828
H -0.5103 -0.5898 2.8214
H 0.7313 0.1975 3.4714
H -2.2163 2.7655 -0.8028
H -3.5611 2.1832 -0.7559
O -2.6320 1.8871 -0.7891
*
```

Summary:
Highest occupied orbital energy, eV: -18.155

---

3.
This record from the OMol25 dataset describes a molecular structure, C5H16N2O2 in a non-equilibrium geometry. The level of theory is the ωB97M-V functional and the def2-TZVPD basis.

Geometry as ORCA input:
```
! wB97M-V def2-TZVPD RIJCOSX def2/J DEFGRID3
* xyz 0 1
C -1.9844 -0.5001 -1.0689
C -1.3150 -1.8618 -1.0841
N 0.1227 0.7572 -0.7515
N -2.1500 0.0236 -2.3693
O -1.2006 0.4186 -0.1755
H -2.9453 -0.5217 -0.5489
H 1.4377 0.0154 -0.2151
H -0.0275 1.6667 -1.1912
H -2.6318 0.9137 -2.3740
H -1.2539 0.1019 -2.8373
H -0.3378 -1.7770 -1.5566
H -1.1745 -2.2281 -0.0689
H -1.9591 -2.5599 -1.6150
C 0.7717 0.2109 2.1498
C 0.7105 1.6246 1.8674
C 2.5813 -0.2763 0.2948
O -0.1967 -0.5795 1.8340
H -0.8306 -0.1657 0.9163
H 1.5632 -0.2007 2.7724
H 0.5078 1.7053 0.5462
H 1.5989 2.1675 2.1659
H -0.1739 2.0946 2.2986
H 3.1699 -0.2372 -0.6275
H 3.0657 0.4810 0.9101
H 2.6516 -1.2730 0.7282
*
```

Summary:
Highest occupied orbital energy, eV: -7.848